Record 1
Below is C5H4Cl2S in the gas phase, with properties calculated with ωB97M-V/def2-TZVPD.

Calculated values
- HOMO (Eh) = -0.3322
- SMILES = S=C1C=C[C@@H](Cl)[C@H]1Cl
- relative energy (zero: lowest compared OMol25 entry of this formula, charge and spin) (kcal/mol) = 6.1

Atoms and positions in Å:
C1 -0.895 -0.694 0.051
C2 -0.966 0.659 -0.554
C3 0.127 1.433 -0.315
C4 1.061 0.605 0.461
C5 0.616 -0.842 0.371
H1 -1.407 -0.700 1.005
H2 -1.934 0.938 -1.027
H3 0.255 2.469 -0.595
H4 0.840 -1.373 1.274
S1 2.390 1.151 1.247
Cl1 -1.646 -1.979 -1.002
Cl2 1.560 -1.667 -0.917

Record 2
Below is C5H4ClF in the gas phase, with properties calculated with ωB97M-V/def2-TZVPD.

Calculated values
- HOMO (Eh) = -0.3257
- SMILES = FC1=C(Cl)CC=C1
- relative energy (zero: lowest compared OMol25 entry of this formula, charge and spin) (kcal/mol) = 34.7

Atoms and positions in Å:
C1 -0.088 0.258 1.133
C2 -0.938 -0.655 0.555
C3 -0.789 -0.585 -1.055
C4 0.260 0.192 -1.230
C5 1.028 0.597 0.056
H1 -1.474 -0.950 -1.791
H2 0.814 0.168 -2.097
H3 1.978 0.118 0.348
H4 1.374 1.773 0.054
F1 -1.982 -1.277 1.146
Cl1 -0.183 0.361 2.882

Record 3
Below is C5H4ClNO in the gas phase, with properties calculated with ωB97M-V/def2-TZVPD.

Calculated values
- HOMO (Eh) = -0.3354
- SMILES = O=C1C=C/C(=C/Cl)N1
- relative energy (zero: lowest compared OMol25 entry of this formula, charge and spin) (kcal/mol) = 25.0

Atoms and positions in Å:
C1 2.035 0.345 0.060
C2 0.691 0.130 0.059
C3 -1.402 -0.931 -0.020
C4 -1.615 0.583 -0.038
C5 -0.371 1.123 -0.007
H1 2.413 1.324 0.005
H2 0.249 -2.124 0.205
H3 -2.571 1.163 -0.383
H4 -0.312 2.244 -0.013
N1 -0.074 -1.116 0.391
O1 -2.238 -1.821 -0.162
Cl1 3.195 -0.921 -0.098

Record 4
Below is 2 unconnected molecules or ions with the total composition C5H4F2N2O, with properties calculated with ωB97M-V/def2-TZVPD.

Calculated values
- HOMO (spin up / spin down) (Eh) = -0.3481 / -0.3416
- relative energy (zero: lowest compared OMol25 entry of this formula, charge and spin) (kcal/mol) = 110.5

Atoms and positions in Å:
C1 -0.334 0.569 0.093
C2 0.919 -0.027 -0.018
C3 -0.225 1.908 -0.082
C4 -2.598 -1.613 -0.028
C5 1.216 -1.455 0.216
N1 1.776 0.961 -0.277
N2 1.124 2.178 -0.239
O1 -2.904 -2.600 -0.567
F1 -1.106 2.854 0.006
F2 -3.431 -0.683 0.400
H1 2.029 -1.807 -0.341
H2 1.598 -1.516 1.180
H3 0.300 -1.863 -0.016
H4 1.634 3.094 -0.328

Record 5
Below is C5H4F2O in the gas phase, with properties calculated with ωB97M-V/def2-TZVPD.

Calculated values
- HOMO (Eh) = -0.3258
- relative energy (zero: lowest compared OMol25 entry of this formula, charge and spin) (kcal/mol) = 127.1

Atoms and positions in Å:
C1 -0.459 -0.880 -0.123
C2 0.355 0.235 -0.233
C3 -0.316 1.487 -0.302
C4 -2.701 -0.560 0.578
C5 1.867 0.087 0.079
O1 -1.768 -0.863 -0.329
F1 0.449 2.536 0.056
F2 -3.846 -0.538 -0.090
H1 -0.148 -1.815 0.081
H2 2.314 -0.291 -0.873
H3 2.314 1.208 0.240
H4 1.938 -0.606 0.914

Record 6
Below is 2 unconnected molecules or ions with the total composition C5H4INO, with properties calculated with ωB97M-V/def2-TZVPD.

Calculated values
- spin multiplicity = 3
- HOMO (spin up / spin down) (Eh) = -0.1769 / -0.3469
- expectation value of S² = 2.02

Atoms and positions in Å:
C1 0.342 0.001 -1.774
C2 0.218 -1.153 -0.976
C3 0.982 0.932 -0.991
C4 0.758 -0.863 0.217
C5 -1.274 1.697 2.066
N1 -2.103 0.885 2.075
O1 1.198 0.434 0.205
I1 1.145 -2.020 1.898
H1 0.195 0.239 -2.823
H2 -0.486 -1.972 -0.954
H3 1.436 1.900 -1.183
H4 -2.410 -0.079 2.240

| no. | E_tot (eV) | M (g/mol) |
| --- | --- | --- |
| 1 | -41129.033 | 167.1 |
| 2 | -20487.206 | 118.5 |
| 3 | -21308.609 | 129.5 |
| 4 | -15706.553 | 146.1 |
| 5 | -12725.648 | 118.1 |
| 6 | -16881.158 | 221.0 |